Record 1
Entry from the Open Molecules 2025 dataset: the molecule C23H16F6N4O5 in a non-equilibrium geometry (ωB97M-V/def2-TZVPD).

Each line ends with the Löwdin charge.
Positions of all 54 atoms, in Å:
C1 -6.07390 -2.85103 1.15898  -0.06
C2 -5.03512 -3.86188 0.69501  -0.20
H1 -4.88341 -4.64565 1.43901  0.13
H2 -5.33581 -4.30258 -0.26087  0.12
O1 -3.74986 -3.25110 0.54055  0.02
C3 -3.52778 -2.60903 -0.59646  -0.45
O2 -4.30760 -2.49700 -1.50940  0.14
C4 -2.16518 -2.04066 -0.65335  -0.11
N1 -1.15287 -2.47494 -0.01234  0.22
N2 -0.04650 -1.80917 -0.33368  0.00
C5 1.21130 -2.31785 0.05848  -0.46
O3 1.30356 -3.40763 0.55361  0.11
N3 2.22323 -1.44386 -0.20742  0.16
C6 3.58676 -1.66276 -0.00060  -0.19
C7 4.43586 -0.57048 -0.16234  0.05
C8 5.80300 -0.73257 -0.00270  -0.12
C9 6.34317 -1.96839 0.32355  -0.02
C10 5.49037 -3.04721 0.48385  -0.05
C11 4.12429 -2.90665 0.32353  0.00
H3 3.46979 -3.75160 0.45625  0.10
H4 5.89643 -4.01383 0.73733  0.11
H5 7.40852 -2.08029 0.44631  0.12
C12 6.68329 0.47332 -0.17133  -0.59
F1 6.37447 1.17900 -1.27455  0.14
F2 6.56939 1.33219 0.86028  0.14
F3 7.98465 0.17138 -0.26705  0.14
H6 4.03289 0.40061 -0.41078  0.13
H7 1.99187 -0.47411 -0.40900  0.10
C13 -0.31314 -0.75924 -1.34330  -0.07
C14 -1.81323 -0.88647 -1.58673  -0.05
C15 -2.42238 0.40354 -1.06441  -0.34
O4 -3.57210 0.71765 -1.03798  0.17
N4 -1.36970 1.19616 -0.58039  0.12
C16 -0.13371 0.62971 -0.73110  -0.33
O5 0.92165 1.11373 -0.40527  0.12
C17 -1.57991 2.47900 -0.00822  -0.15
C18 -0.75884 3.53470 -0.37891  0.07
C19 -0.98067 4.78249 0.18285  -0.10
C20 -2.00434 4.98362 1.09926  0.00
C21 -2.81470 3.91984 1.45469  -0.04
C22 -2.60576 2.66535 0.90931  0.01
H8 -3.23892 1.83848 1.18766  0.12
H9 -3.61315 4.06694 2.16433  0.11
H10 -2.16375 5.96367 1.52114  0.13
C23 -0.08538 5.93499 -0.18593  -0.59
F4 0.52355 5.76499 -1.36658  0.14
F5 -0.75510 7.09535 -0.26276  0.14
F6 0.88819 6.12332 0.72272  0.15
H11 0.03891 3.39186 -1.09014  0.13
H12 -2.15315 -1.08191 -2.60424  0.17
H13 0.33729 -0.89436 -2.21245  0.17
H14 -6.20364 -2.07804 0.40528  0.08
H15 -7.02427 -3.35284 1.31509  0.08
H16 -5.75860 -2.38879 2.09120  0.08

Computed properties:
SMILES: CCOC(=O)C1=NN(C(=O)Nc2cccc(C(F)(F)F)c2)[C@@H]2C(=O)N(c3cccc(C(F)(F)F)c3)C(=O)[C@H]12
HOMO: -8.958 eV
HOMO-LUMO gap: 8.848 eV


Record 2
Entry from the Open Molecules 2025 dataset: the ion C5H9NO2 with charge -1 in a non-equilibrium geometry (ωB97M-V/def2-TZVPD).

Each line ends with the Löwdin charge.
Positions of all 17 atoms, in Å:
O1 2.96795 -2.33616 -0.30880  0.06
C1 1.82064 -2.00426 -0.12404  -0.54
O2 0.88469 -2.86283 0.30860  0.09
C2 1.37164 -0.54783 -0.01792  -0.13
C3 -0.12284 -0.35469 0.28337  -0.22
C4 -0.52414 1.09213 -0.08378  -0.40
C5 -2.51391 2.39053 -0.21823  -0.32
N1 -1.91436 1.26339 0.12185  -0.21
H1 1.11856 -3.79826 0.33928  0.12
H2 2.08226 -0.05162 0.68012  0.13
H3 1.66906 -0.11951 -1.02473  0.13
H4 -0.36272 -0.55463 1.35713  0.11
H5 -0.73563 -1.04675 -0.28670  0.09
H6 -0.37175 1.32138 -1.14358  0.06
H7 0.17109 1.77654 0.42865  0.09
H8 -1.95356 3.34019 -0.07518  -0.03
H9 -3.58698 2.49237 -0.23602  -0.05

Computed properties:
<S²>: 0.75
Energy above the lowest of the compared OMol25 structures with the same formula, charge and spin: 146.6 kJ/mol
Charge: -1
HOMO (spin up / spin down): 0.482 / -2.953 eV
Multiplicity: 2
HOMO-LUMO gap (spin up / spin down): 2.463 / 5.866 eV


Record 3
Entry from the Open Molecules 2025 dataset: a structure of composition CH2S2 in a non-equilibrium geometry (ωB97M-V/def2-TZVPD).

Each line ends with the Löwdin charge.
Positions of all 5 atoms, in Å:
C1 0.55857 -0.47992 0.14750  -0.78
S1 2.06914 -0.16870 0.01067  0.70
S2 -0.85591 1.40800 0.00701  0.30
H1 -0.13734 -1.21426 0.52546  -0.01
H2 -1.63447 0.45489 -0.69064  -0.21

Computed properties:
Energy above the lowest of the compared OMol25 structures with the same formula, charge and spin: 181.0 kJ/mol
HOMO: -8.860 eV
HOMO-LUMO gap: 7.840 eV


Record 4
Entry from the Open Molecules 2025 dataset: a structure of composition C9H6BrNO4 in a non-equilibrium geometry (ωB97M-V/def2-TZVPD).

Each line ends with the Löwdin charge.
Positions of all 21 atoms, in Å:
C1 -2.43222 -0.02610 -0.09759  -0.14
C2 -1.56523 0.40072 -1.07275  -0.04
C3 -2.08327 -0.82160 1.04610  -0.13
C4 -0.00741 0.28377 -0.87892  -0.30
C5 -0.80168 -1.07252 1.17339  -0.06
C6 0.21196 -0.69960 0.20103  -0.23
C7 1.91433 -2.07078 1.72893  -0.77
C8 1.08203 2.56586 -1.80541  -0.85
C9 1.48271 -1.05143 0.56436  0.08
N1 0.83061 1.55599 -0.66394  -0.44
O1 2.26444 -1.52729 2.76919  -0.05
O2 1.30876 3.72613 -1.48222  -0.16
O3 1.83615 -3.29954 1.37371  -0.12
O4 1.19732 1.97786 -2.89679  -0.09
Br1 0.60661 2.62582 0.78855  0.69
H1 -3.45292 0.16543 -0.44606  0.07
H2 -2.06789 0.80101 -1.95120  0.08
H3 -2.88202 -1.15469 1.64899  0.07
H4 0.32072 0.14451 -1.93956  0.13
H5 -0.25576 -1.73565 1.89462  0.12
H6 2.49275 -0.78791 0.04559  0.14

Computed properties:
Energy above the lowest of the compared OMol25 structures with the same formula, charge and spin: 62.0 kJ/mol
Charge: -2
HOMO: -1.421 eV
HOMO-LUMO gap: 6.969 eV


Record 5
Entry from the Open Molecules 2025 dataset: the molecule C3H6OS2 in a non-equilibrium geometry (ωB97M-V/def2-TZVPD).

Each line ends with the Löwdin charge.
Positions of all 12 atoms, in Å:
C1 -1.58290 0.70819 0.09636  -0.53
C2 -0.23266 0.04732 -0.20780  -0.31
C3 2.10225 0.76826 0.05434  -0.62
H1 -2.79721 -1.04805 1.09063  -0.18
H2 -1.77962 1.41944 -0.69566  0.06
H3 -1.41239 1.14328 1.12753  0.11
H4 0.00980 -0.87211 0.33034  0.08
H5 -0.27243 -0.30874 -1.25459  0.12
H6 2.81379 1.59237 0.09347  0.06
O1 0.76708 1.05688 -0.00453  -0.16
S1 -2.99962 -0.44165 -0.03950  0.72
S2 2.72345 -0.77860 0.01994  0.64

Computed properties:
Energy above the lowest of the compared OMol25 structures with the same formula, charge and spin: 130.5 kJ/mol
SMILES: S=COCCS
HOMO: -9.071 eV
HOMO-LUMO gap: 9.210 eV


Record 6
Entry from the Open Molecules 2025 dataset: a structure of composition C5H11N2P in a non-equilibrium geometry (ωB97M-V/def2-TZVPD).

Each line ends with the Löwdin charge.
Positions of all 19 atoms, in Å:
C1 -0.68304 0.52564 0.24162  -0.23
C2 -0.48204 -0.90976 0.08314  -0.35
C3 -1.51279 1.22321 -0.98523  0.00
C4 -0.35886 -1.70398 1.25774  -0.11
C5 1.42779 0.47288 -1.39299  -0.07
N1 1.40165 0.39369 2.94434  -0.49
N2 0.69767 0.02353 -0.07805  -0.25
P1 2.23015 0.16539 1.71671  0.68
H1 -0.69735 0.90700 1.23506  0.10
H2 -0.80715 -1.36471 -0.80780  0.13
H3 -0.77453 1.46994 -1.61881  -0.02
H4 -2.04637 2.19121 -0.66864  0.10
H5 -2.16562 0.48628 -1.41458  0.06
H6 -0.25171 -1.20176 2.20289  0.03
H7 0.67513 -2.21630 1.18140  0.10
H8 -1.21970 -2.31339 1.25990  0.07
H9 1.18278 1.56012 -1.32163  0.08
H10 2.47971 0.24761 -1.55029  0.06
H11 0.90429 0.04340 -2.28478  0.08

Computed properties:
Energy above the lowest of the compared OMol25 structures with the same formula, charge and spin: 318.9 kJ/mol
HOMO: -8.725 eV
HOMO-LUMO gap: 9.449 eV